Entry 1:
Density functional theory data (ωB97M-V/def2-TZVPD) for a cluster of 17 separate species, C29H55BrCl32N3O2 in total in a non-equilibrium geometry.

The geometry in XYZ format:
```
122
Properties=species:S:1:pos:R:3:mulliken_charge:R:1
C -0.0794 -1.7061 2.3541 -0.98
C -0.9853 -1.1891 1.1042 0.54
C -1.7118 -2.4207 0.3727 -0.73
N -1.1917 -2.7167 -0.9951 -0.19
C -1.2707 -1.5598 -1.8877 -0.46
N -2.4622 -0.7222 -1.8996 0.24
C -2.1592 0.3351 -2.8596 0.01
C -2.9635 1.6174 -3.3718 -0.63
C -3.0668 2.7018 -2.1833 0.16
C -1.6016 3.3585 -1.8609 -0.65
Br -4.4602 4.0518 -2.6475 -0.12
C -0.7541 0.0278 -3.4088 -0.38
N -0.1970 -1.1799 -2.7906 0.62
C 1.0989 -1.8847 -2.9966 -0.42
C 2.1804 -1.0784 -3.8665 -0.72
C 3.5555 -0.8119 -3.0274 -0.13
C 3.2443 0.1623 -1.7964 0.36
O 3.6011 -0.1841 -0.6395 -0.42
O 2.6008 1.4437 -1.9927 -0.28
H 0.6713 -0.8767 2.6382 0.07
H -0.7140 -2.0030 3.2647 0.28
H 0.5459 -2.5921 1.9663 0.33
H -1.8141 -0.4820 1.4886 -0.11
H -0.2999 -0.5639 0.4295 0.09
H -2.8587 -2.3097 0.3809 0.24
H -1.4882 -3.3616 1.0138 0.41
H -1.7937 -3.4900 -1.3538 0.32
H -3.3452 -0.8142 -1.3696 0.21
H -3.9589 1.3821 -3.8858 0.44
H -2.2932 2.0979 -4.1884 0.35
H -3.3756 2.1419 -1.2251 -0.04
H -0.8481 3.1854 -2.7209 0.05
H -1.7254 4.4893 -1.6583 0.45
H -1.1399 2.8686 -0.9319 0.21
H -0.2437 0.6904 -4.1823 0.26
H 1.5986 -2.2440 -2.0223 0.40
H 0.8596 -2.8540 -3.5867 0.24
H 2.5171 -1.6627 -4.8079 0.37
H 1.8414 -0.0527 -4.2383 0.15
H 4.2645 -0.2402 -3.7421 0.44
H 3.9680 -1.8188 -2.6837 -0.30
H 3.2752 2.1633 -1.9671 0.29
C -6.1080 6.9878 -1.3946 0.08
Cl -6.4428 8.6288 -0.8312 -0.17
Cl -6.8976 6.6693 -2.9409 -0.18
H -5.0319 6.8675 -1.5150 0.19
H -6.4777 6.2795 -0.6591 0.06
C 1.8230 5.1796 -2.5773 -0.01
Cl 0.4509 5.3182 -3.6836 -0.08
Cl 2.0082 6.6409 -1.6026 -0.15
H 1.6581 4.3303 -1.9142 -0.03
H 2.7314 5.0239 -3.1582 0.33
C 2.8565 1.7084 2.2513 0.15
Cl 2.9250 3.4580 2.5010 -0.17
Cl 3.5605 0.8391 3.6198 -0.10
H 1.8155 1.4077 2.1388 0.08
H 3.4122 1.4572 1.3491 0.05
C 0.8153 -2.7292 6.6194 0.30
Cl 0.0121 -4.1425 5.9228 -0.18
Cl -0.1265 -1.2579 6.3419 -0.13
H 0.9290 -2.8790 7.6927 -0.04
H 1.7952 -2.6147 6.1568 0.06
C 1.5185 -0.3533 9.8256 -0.32
Cl 3.0102 -0.3032 8.8783 -0.11
Cl 0.9306 -2.0106 10.0015 -0.17
H 1.7127 0.0606 10.8141 0.35
H 0.7576 0.2401 9.3201 0.25
C 5.5383 -2.2999 4.4197 -0.30
Cl 5.0144 -1.6136 5.9632 -0.11
Cl 6.0689 -3.9750 4.6104 -0.16
H 4.7069 -2.2710 3.7163 0.21
H 6.3672 -1.7068 4.0354 0.35
C 4.9865 -4.7337 -1.4044 0.39
Cl 4.6734 -3.1153 -0.7655 -0.07
Cl 4.1271 -4.9917 -2.9297 -0.18
H 6.0594 -4.8454 -1.5780 -0.11
H 4.6497 -5.4719 -0.6793 -0.08
C -6.9001 1.7702 -0.4676 -0.03
Cl -5.5687 0.6218 -0.6690 -0.08
Cl -7.1288 2.1856 1.2317 -0.13
H -6.6753 2.6769 -1.0283 0.03
H -7.8147 1.3188 -0.8481 0.18
C 4.0194 5.5923 5.3917 -0.06
Cl 4.0880 7.3409 5.6420 -0.17
Cl 4.7234 4.7229 6.7599 -0.15
H 2.9787 5.2914 5.2789 0.21
H 4.5755 5.3418 4.4893 0.17
C 4.7609 -8.5133 0.8039 -0.37
Cl 3.8337 -7.9665 -0.5989 -0.07
Cl 4.9657 -7.2148 1.9877 -0.11
H 4.2314 -9.3401 1.2754 0.33
H 5.7432 -8.8464 0.4709 0.25
C 1.8722 -8.6730 -4.0652 -0.30
Cl 1.5605 -7.0546 -3.4246 -0.11
Cl 1.0157 -8.9333 -5.5888 -0.16
H 2.9420 -8.7852 -4.2367 0.26
H 1.5354 -9.4116 -3.3390 0.30
C -9.8311 2.1948 -3.4952 -0.25
Cl -8.4982 1.0494 -3.6961 -0.14
Cl -10.0627 2.6130 -1.7934 -0.13
H -9.6057 3.1016 -4.0548 0.26
H -10.7461 1.7436 -3.8764 0.30
C -1.1906 6.2720 -7.1703 -0.22
Cl -1.1954 6.1286 -8.9314 -0.16
Cl -2.4406 5.2545 -6.4423 -0.12
H -0.2172 5.9616 -6.7925 0.18
H -1.3776 7.3102 -6.8991 0.31
C -3.7838 4.5804 0.9093 0.41
Cl -3.5385 3.0925 1.8330 -0.06
Cl -5.3626 5.2834 1.2854 -0.16
H -3.0088 5.2992 1.1733 0.42
H -3.7277 4.3663 -0.1662 -0.65
C 8.1276 -4.2542 0.5834 -0.35
Cl 8.0411 -4.3511 -1.1815 -0.18
Cl 6.9229 -5.2957 1.3584 -0.03
H 9.1194 -4.5708 0.9036 0.35
H 7.9537 -3.2225 0.8873 0.24
C -5.5427 -1.2447 3.2286 -0.39
Cl -5.2324 -2.8005 2.4494 -0.16
Cl -4.3198 -0.0453 2.7852 -0.04
H -6.5216 -0.8825 2.9167 0.25
H -5.5272 -1.3819 4.3090 0.35
```

The calculation puts the largest force on an atom at 6.7 eV/A. As for the spin multiplicity: 1. The value obtained for the HOMO energy is -12.07 eV. The charge is +1.

***

Entry 2:
Density functional theory data (ωB97M-V/def2-TZVPD) for a cluster of 2 separate species, C29H55BrN3O2 in total.

The geometry in XYZ format:
```
90
Properties=species:S:1:pos:R:3:mulliken_charge:R:1
C 2.9799 1.8370 4.1241 -1.45
C 2.2317 1.5159 2.8230 0.71
C 1.0763 0.5609 3.1392 -1.02
N 0.1261 0.4066 1.9753 0.62
C -0.3474 1.7048 1.3762 0.56
Br -1.3761 2.5948 2.7545 0.05
C -1.1266 1.3941 0.0904 1.15
C -2.6291 1.3871 0.2226 -1.67
O -2.8642 0.3396 1.1364 0.16
C -4.1941 0.1915 1.6340 -0.84
C -4.7148 -1.1981 1.3444 -0.72
O -4.3200 -2.1320 2.3443 -0.55
C -3.1115 -2.7428 2.0989 0.06
C -2.9980 -3.6754 1.0780 -0.77
C -1.7948 -4.3151 0.8557 -0.42
C -0.6688 -4.0632 1.6346 -0.24
C 0.6303 -4.7957 1.3092 2.56
C 1.6060 -4.8287 2.5004 -1.89
C 0.3097 -6.2789 1.0134 -2.00
C 1.2820 -4.2342 0.0199 -2.51
C 1.5569 -2.7286 -0.1748 3.03
C 2.5218 -2.6143 -1.3685 -2.01
C 0.2796 -1.9455 -0.5200 -1.54
C 2.2517 -2.0779 1.0256 -1.08
C -0.8102 -3.1301 2.6674 0.20
C -2.0118 -2.4686 2.8998 -0.82
C 0.9021 2.5335 1.0731 -1.54
N 1.7953 2.7428 2.1767 -0.24
H 2.3725 1.6297 5.0050 0.39
H 3.2431 2.8921 4.1388 0.39
H 3.8923 1.2530 4.2116 0.36
H 2.9320 0.9996 2.1602 0.11
H 0.4939 0.9191 3.9831 0.65
H 1.4495 -0.4364 3.3524 0.46
H 0.5887 -0.1324 1.2368 -0.42
H -0.6999 -0.1347 2.2647 -0.19
H -0.8578 0.3863 -0.2378 -0.65
H -0.8056 2.0846 -0.6918 -0.24
H -3.0093 2.3464 0.5817 0.64
H -3.0888 1.1774 -0.7484 0.52
H -4.8515 0.9545 1.2157 0.55
H -4.1374 0.3103 2.7180 0.29
H -5.8049 -1.1831 1.3284 0.37
H -4.3586 -1.5299 0.3674 0.38
H -3.8642 -3.9024 0.4723 0.59
H -1.7540 -5.0305 0.0451 0.36
H 1.7051 -3.8736 3.0071 0.41
H 1.2481 -5.5408 3.2421 0.43
H 2.5987 -5.1238 2.1625 0.34
H -0.1410 -6.4150 0.0318 0.41
H -0.3868 -6.6653 1.7580 0.43
H 1.2236 -6.8681 1.0654 0.48
H 0.6288 -4.5285 -0.8071 0.41
H 2.2197 -4.7745 -0.1390 0.55
H 2.2037 -3.2701 -2.1805 0.42
H 2.5807 -1.5920 -1.7393 0.43
H 3.5180 -2.9485 -1.0747 0.49
H -0.3121 -2.4618 -1.2731 0.35
H -0.3480 -1.7650 0.3537 0.15
H 0.5645 -0.9748 -0.9494 0.58
H 1.5521 -1.8160 1.8195 -0.42
H 3.0063 -2.7401 1.4485 0.38
H 2.7950 -1.1851 0.6916 0.51
H 0.0121 -2.9204 3.3360 0.44
H -2.1184 -1.7671 3.7179 0.51
H 1.4473 1.9906 0.2889 0.42
H 0.5901 3.4826 0.6402 0.46
H 1.4053 3.3806 2.8590 0.41
C 2.6646 3.6025 -4.3365 -1.55
C 1.3123 3.4446 -3.6589 0.09
N 0.5564 4.6817 -3.6031 0.11
C -0.5784 4.6273 -2.7078 -0.32
C -1.7204 3.6559 -3.0369 -0.95
C 0.3357 5.3444 -4.8804 -0.76
C -0.3726 4.5505 -5.9844 -0.94
H 3.2318 4.4136 -3.8793 0.35
H 3.2393 2.6811 -4.2366 0.44
H 2.5668 3.8093 -5.4019 0.32
H 1.4766 3.1257 -2.6228 0.11
H 0.7626 2.6250 -4.1508 0.23
H -0.9854 5.6367 -2.6108 0.35
H -0.1852 4.3712 -1.7144 -0.04
H -2.3332 3.9981 -3.8683 0.36
H -2.3807 3.5692 -2.1685 0.34
H -1.3478 2.6570 -3.2729 0.21
H 1.3062 5.6704 -5.2594 0.43
H -0.2172 6.2645 -4.6794 0.35
H 0.0401 3.5463 -6.0923 0.25
H -0.2418 5.0594 -6.9402 0.39
H -1.4441 4.4592 -5.8111 0.26
```

The calculation puts the largest force on an atom at 0.5 eV/A. The energy above the lowest of the compared OMol25 structures with the same formula, charge and spin comes out at 0.0 kcal per mole. As for the spin multiplicity: 1. The value obtained for the HOMO energy is -10.19 eV. The charge is +1.

***

Entry 3:
Density functional theory data (ωB97M-V/def2-TZVPD) for a cluster of 5 separate species, C29H55FO20P4 in total in a non-equilibrium geometry.

The geometry in XYZ format:
```
109
Properties=species:S:1:pos:R:3:mulliken_charge:R:1
C 3.4624 0.4482 0.7100 -0.68
C 3.2949 1.9272 0.3108 0.02
C 3.7250 2.0641 -1.1866 -0.34
C 4.9191 1.2339 -1.5883 0.55
C 4.8347 0.1011 -2.2908 0.69
C 3.6782 -0.6828 -2.8295 -0.97
C 2.8548 0.0327 -3.9293 -0.48
C 1.4372 -0.5398 -3.9512 -0.63
F 0.7998 -0.4344 -2.7099 -0.18
C 6.2752 -0.3522 -2.4872 -0.04
O 6.6273 -1.3495 -3.0554 -0.54
O 7.1205 0.5850 -1.9297 -0.31
C 6.3627 1.5552 -1.2984 0.03
O 6.7738 2.4656 -0.6359 -0.53
O 1.9579 2.3765 0.3221 -0.07
C 1.3535 2.3860 1.6086 -1.16
C -0.0605 1.8316 1.3867 0.80
C -0.8776 2.7056 0.6963 -0.52
C -2.1690 2.3955 0.3547 -0.62
C -2.6347 1.1517 0.7156 -0.67
C -1.8400 0.2887 1.4168 -0.70
C -0.5340 0.5805 1.7699 -0.37
H 4.5193 0.2851 0.9554 0.42
H 3.1061 -0.2451 -0.0530 -0.08
H 2.9191 0.2029 1.6326 0.15
H 3.9901 2.5547 0.8899 0.21
H 2.8717 1.6602 -1.7453 -0.19
H 3.8032 3.1158 -1.4855 0.64
H 4.1103 -1.5788 -3.2966 0.55
H 2.9934 -1.0526 -2.0611 0.24
H 3.2695 -0.1837 -4.9205 0.41
H 2.7538 1.1117 -3.7770 0.35
H 1.4227 -1.6038 -4.2235 0.40
H 0.7980 -0.0150 -4.6716 0.37
H 1.9136 1.8550 2.3848 0.56
H 1.2044 3.4108 1.9846 0.30
H -0.4793 3.6766 0.4049 0.37
H -2.7548 3.1241 -0.1967 0.42
H -3.6481 0.8955 0.4146 0.49
H -2.2892 -0.6756 1.6516 0.62
H 0.0832 -0.1373 2.3013 0.53
C 0.8563 4.2393 -8.7020 -0.70
O 1.1798 4.1642 -7.3079 -0.30
P -0.0386 4.0171 -6.3036 0.88
O -1.0611 3.0504 -6.6916 -0.68
O -0.5962 5.4976 -6.1286 -0.32
C 0.3245 6.5906 -6.0800 -0.61
O 0.7113 3.7112 -4.9426 -0.14
C -0.0466 3.0296 -3.9332 -0.45
H 1.7008 4.6913 -9.2166 0.25
H 0.6871 3.2376 -9.0927 0.25
H -0.0307 4.8531 -8.8671 0.34
H 0.4979 6.9623 -7.0904 0.24
H 1.2744 6.3000 -5.6314 0.30
H -0.1199 7.3856 -5.4858 0.26
H -0.2550 2.0105 -4.2538 0.09
H -0.9829 3.5518 -3.7342 0.43
H 0.5435 2.9987 -3.0199 0.13
C 0.0102 -0.2650 6.9013 -0.64
O 1.3493 -0.6879 7.2146 -0.38
P 2.2742 -1.0034 5.9734 0.84
O 2.2073 -0.0305 4.8848 -0.44
O 1.8614 -2.4788 5.5377 -0.22
C 1.5553 -3.4432 6.5473 -0.56
O 3.6963 -1.1794 6.6493 -0.39
C 4.8388 -0.9746 5.8086 -0.64
H -0.6133 -0.4323 7.7747 0.22
H 0.0134 0.7955 6.6559 0.34
H -0.3958 -0.8358 6.0657 0.30
H 0.4900 -3.3988 6.7775 0.13
H 2.1309 -3.2734 7.4570 0.34
H 1.7900 -4.4316 6.1581 0.28
H 4.9115 0.0747 5.5273 0.27
H 4.7745 -1.5927 4.9123 0.32
H 5.7252 -1.2533 6.3725 0.23
C -1.7243 -2.3693 -1.8308 -0.20
O -2.8370 -2.7547 -2.6500 -0.33
P -2.4863 -3.5234 -3.9889 1.02
O -1.4864 -4.5802 -3.8689 -0.70
O -2.0735 -2.3748 -5.0127 -0.26
C -2.7767 -1.1285 -4.9889 -0.56
O -3.9227 -3.9903 -4.4705 -0.33
C -3.9692 -5.1182 -5.3526 -0.66
H -2.0488 -1.5651 -1.1743 0.11
H -1.4001 -3.2187 -1.2317 0.34
H -0.8954 -2.0102 -2.4417 -0.07
H -2.2814 -0.4477 -4.2951 0.16
H -3.8174 -1.2570 -4.6915 0.35
H -2.7432 -0.6972 -5.9869 0.28
H -3.6641 -6.0190 -4.8227 0.29
H -3.3205 -4.9611 -6.2149 0.31
H -4.9947 -5.2363 -5.6933 0.23
C -3.5205 -4.3432 6.0977 -0.59
O -4.2096 -3.3451 5.3359 -0.28
P -4.3992 -1.9294 6.0245 0.87
O -3.2229 -1.3977 6.7072 -0.56
O -5.6552 -2.1165 6.9834 -0.30
C -6.7529 -2.9238 6.5489 -0.65
O -4.9444 -1.0598 4.8200 -0.27
C -4.7567 0.3603 4.9095 -0.63
H -3.7783 -5.3153 5.6847 0.25
H -2.4459 -4.1881 6.0162 0.14
H -3.8184 -4.3123 7.1472 0.34
H -6.5854 -3.9568 6.8554 0.24
H -6.8831 -2.8817 5.4676 0.32
H -7.6572 -2.5581 7.0297 0.27
H -3.6984 0.6026 4.8280 0.26
H -5.1517 0.7428 5.8512 0.33
H -5.2906 0.8221 4.0831 0.23
```

The calculation puts the largest force on an atom at 1.7 eV/A. As for the spin multiplicity: 1. As for the SMILES: C[C@@H](CC1=C(CCCF)C(=O)OC1=O)OCc1ccccc1.COP(=O)(OC)OC.COP(=O)(OC)OC.COP(=O)(OC)OC.COP(=O)(OC)OC. The value obtained for the HOMO energy is -9.24 eV. The charge is 0.

***

Entry 4:
Density functional theory data (ωB97M-V/def2-TZVPD) for a cluster of 7 separate species, C29H55N5O14 in total in a non-equilibrium geometry.

The geometry in XYZ format:
```
103
Properties=species:S:1:pos:R:3:mulliken_charge:R:1
C -0.0142 -0.0532 2.0249 -0.86
N 0.5757 0.0618 0.6508 0.99
O -0.2113 0.1409 -0.3190 -0.63
O 1.7399 0.0750 0.4770 -0.44
H 0.4407 -0.8096 2.6644 0.24
H -1.0719 -0.3104 1.9673 0.09
H 0.0645 0.9874 2.3398 0.38
C 1.1211 -3.5889 5.2915 -1.37
C 0.1336 -4.6827 4.8574 0.26
C -1.0590 -4.0891 4.0912 -0.80
O -0.7308 -3.2375 3.0013 -0.08
C -0.2647 -3.9387 1.8138 -0.51
N 0.8622 -5.7656 4.2020 -0.68
H 0.6309 -2.7934 5.8528 0.40
H 1.4774 -2.9497 4.4837 0.21
H 1.9041 -3.9998 5.9287 0.35
H -0.2235 -5.0205 5.8303 0.37
H -1.6742 -3.4457 4.7203 0.37
H -1.7417 -4.9007 3.8396 0.37
H 0.1951 -3.2357 1.1192 0.03
H -1.0341 -4.4645 1.2485 0.30
H 0.5316 -4.6605 1.9958 0.21
H 1.2930 -5.4120 3.3597 0.27
H 0.1694 -6.4690 3.9890 0.30
C 1.7656 3.7830 1.0114 -0.89
C 3.0380 4.7010 0.8021 0.48
C 4.1705 3.7860 0.2246 -0.40
O 5.1549 3.4031 1.2546 -0.43
C 4.6463 2.4726 2.1459 -0.57
N 2.7080 5.7854 -0.1199 -0.75
H 1.2780 3.4644 0.0901 0.21
H 0.9807 4.3222 1.5418 0.47
H 1.7939 2.8938 1.6411 0.07
H 3.3751 5.1710 1.7260 0.28
H 4.7857 4.2570 -0.5421 0.39
H 3.7836 2.8955 -0.2709 -0.06
H 4.4371 1.4403 1.8652 0.08
H 3.8640 2.8439 2.8080 0.32
H 5.4839 2.3682 2.8355 0.33
H 1.9585 6.2176 0.4013 0.26
H 2.5119 5.5317 -1.0776 0.27
C -7.3929 -0.5526 2.8234 -1.32
C -7.3322 -0.4989 1.2542 0.23
C -5.8797 -0.4199 0.6315 -0.47
O -5.1465 -1.4117 1.3151 -0.34
C -3.8425 -1.7320 0.7548 -0.16
N -7.9538 -1.7458 0.7689 -0.81
H -6.8790 -1.4045 3.2687 0.27
H -8.4339 -0.4957 3.1417 0.39
H -7.0360 0.3714 3.2783 0.34
H -7.8614 0.3931 0.9192 0.40
H -5.4695 0.5761 0.7986 0.14
H -5.9667 -0.5899 -0.4417 0.42
H -3.1560 -2.0794 1.5269 0.09
H -3.5183 -0.8907 0.1424 -0.15
H -3.9021 -2.4797 -0.0362 0.33
H -7.6615 -1.8099 -0.1958 0.30
H -7.4230 -2.5144 1.1533 0.31
C 4.1791 -4.1809 -1.5288 -1.63
C 4.8138 -3.0115 -0.7803 0.61
C 5.3594 -1.9836 -1.8698 -0.77
O 6.2216 -0.9612 -1.4642 -0.44
C 5.5422 0.2258 -0.9136 0.02
N 3.7599 -2.4589 0.0200 -0.51
H 3.4169 -3.9068 -2.2582 0.35
H 3.8005 -4.9481 -0.8534 0.40
H 5.0142 -4.6548 -2.0447 0.44
H 5.5478 -3.1306 0.0167 0.33
H 4.6746 -1.4732 -2.5471 0.39
H 5.9827 -2.5614 -2.5523 0.35
H 5.5681 1.1658 -1.4647 0.36
H 6.0814 0.3112 0.0298 0.32
H 4.5206 0.0490 -0.5770 -0.46
H 3.9969 -1.4913 0.1865 -0.01
H 2.8413 -2.4732 -0.3996 0.30
C 1.7740 0.8267 -4.6962 -0.90
C 1.4151 1.1681 -3.4423 0.87
C 0.5213 2.2888 -3.1023 0.27
O 0.2538 2.6643 -1.9322 -0.65
C -0.0670 2.8523 -4.3043 -0.73
C 0.2848 2.5578 -5.5831 0.03
C 1.2898 1.5255 -5.9275 0.41
O 1.5229 1.2195 -7.0641 -0.73
O -0.4777 3.1230 -6.5927 -0.58
O 1.6326 0.3191 -2.4073 -0.15
H 2.3376 -0.0793 -4.8636 0.40
H -0.8396 3.5747 -4.0862 0.50
H -0.1047 2.9259 -7.4550 0.30
H 1.1199 0.5376 -1.6257 0.12
C -2.8160 1.1867 -1.7535 -0.36
C -2.9626 1.4344 -3.0655 0.16
C -3.5369 2.7502 -3.6255 0.84
O -3.5710 2.9492 -4.8306 -0.63
C -3.9559 3.6543 -2.6491 -1.02
C -3.6206 3.4765 -1.3287 0.15
C -3.0616 2.2232 -0.6976 1.10
O -2.9632 1.9965 0.4835 -0.68
O -3.9633 4.3660 -0.3409 -0.61
O -2.4954 0.6595 -4.0198 -0.62
H -2.2242 0.3101 -1.5347 0.42
H -4.4959 4.5045 -3.0390 0.44
H -3.9128 3.8325 0.4556 0.36
H -2.3988 1.1465 -4.8414 0.40
```

The calculation puts the largest force on an atom at 5.1 eV/A. As for the spin multiplicity: 2. The value obtained for the HOMO energy (spin up / spin down) is -2.75 / -5.00 eV. The charge is -1.